C22H40Cl6N6O | ωB97M-V/def2-TZVPD

## Properties
SMILES: CC1(C)CCCC(C)(C)N1O.ClCCl.ClCCl.ClCCl.CC#N.CC#N.CC#N.CC#N.CC#N
DFT total energy (hartree): -4027.08661
Molecular weight (g/mol): 617.32
Charge: 0

```
75
C22H40Cl6N6O | the Open Molecules 2025 dataset | ωB97M-V/def2-TZVPD
C 4.60 -2.23 4.78
C 4.38 -3.03 3.47
C 5.75 -3.39 2.84
C 3.63 -4.43 3.61
C 2.18 -4.21 3.87
C 1.48 -3.44 2.77
C 2.13 -2.06 2.61
C 1.56 -1.36 1.41
C 1.78 -1.11 3.82
N 3.59 -2.27 2.48
O 4.18 -1.11 2.00
H 3.79 -2.01 5.44
H 5.38 -2.80 5.36
H 5.08 -1.30 4.48
H 6.51 -2.59 3.01
H 6.12 -4.32 3.33
H 5.71 -3.57 1.80
H 3.73 -4.96 2.67
H 4.06 -5.04 4.40
H 1.64 -5.18 3.94
H 2.02 -3.65 4.78
H 0.42 -3.32 2.96
H 1.68 -3.93 1.78
H 1.98 -0.33 1.43
H 0.50 -1.21 1.55
H 1.82 -1.81 0.39
H 2.41 -0.26 3.87
H 1.84 -1.63 4.79
H 0.73 -0.80 3.69
H 4.36 -0.42 2.68
Cl -0.54 1.67 -4.03
C -1.38 1.17 -2.47
Cl -0.48 -0.13 -1.78
H -1.37 2.03 -1.81
H -2.35 0.86 -2.75
Cl -1.41 -3.40 0.00
C -2.34 -3.01 -1.48
Cl -3.66 -1.90 -0.95
H -1.74 -2.52 -2.26
H -2.73 -3.97 -1.77
Cl -4.96 4.91 -4.64
C -3.31 4.65 -4.13
Cl -2.25 4.27 -5.54
H -2.92 5.48 -3.60
H -3.32 3.73 -3.57
C -2.32 -0.12 1.57
C -2.76 0.94 0.71
N -3.17 1.70 0.02
H -3.16 -0.59 2.02
H -1.71 0.29 2.37
H -1.82 -0.90 1.01
C 0.00 3.68 -0.10
C 0.18 3.01 1.20
N 0.37 2.50 2.19
H 0.08 4.75 0.01
H -0.97 3.46 -0.52
H 0.74 3.28 -0.82
C -5.97 2.40 -1.39
C -5.10 2.06 -2.50
N -4.54 1.75 -3.43
H -6.06 1.60 -0.68
H -6.93 2.65 -1.77
H -5.50 3.28 -0.88
C -3.00 0.03 -6.18
C -2.82 -1.14 -5.29
N -2.59 -2.02 -4.57
H -2.04 0.47 -6.31
H -3.66 0.70 -5.61
H -3.39 -0.24 -7.18
C 1.42 4.99 -3.33
C 0.09 5.23 -2.89
N -0.92 5.42 -2.44
H 1.36 5.13 -4.42
H 1.74 3.94 -3.15
H 2.16 5.65 -2.83
```

Here are the Mulliken charges for atoms 1 to 6, given in e: C -1.578; C 1.464; C -1.855; C -1.083; C -0.737; C -0.911


C22H40ClN3O6PS | ωB97M-V/def2-TZVPD

## Properties
⟨S²⟩: 0.754
Multiplicity: 2
DFT total energy (hartree): -2677.59908
Molecular weight (g/mol): 541.07
Charge: 0

```
74
C22H40ClN3O6PS | the Open Molecules 2025 dataset | ωB97M-V/def2-TZVPD
C 1.69 1.47 1.20
C 0.35 0.56 1.10
C -0.66 1.27 2.10
C -0.11 0.63 -0.41
C -0.83 -0.66 -0.98
C -2.34 -0.62 -0.54
C -3.12 -1.98 -0.64
S -3.51 -2.73 1.02
C -4.32 -1.39 1.91
N -3.98 -0.74 3.02
N -4.98 0.20 3.15
C -5.84 0.09 2.16
O -5.47 -0.95 1.30
P -0.68 -0.50 -2.88
O -0.85 1.16 -3.13
Cl -2.36 -1.34 -3.82
C -0.01 -1.95 -0.57
C 1.08 -1.74 0.55
C 2.46 -1.44 -0.18
C 1.28 -3.17 1.23
N 0.72 -0.78 1.60
O -0.09 -1.25 2.49
H 1.55 2.25 1.98
H 1.92 1.98 0.23
H 2.56 0.83 1.51
H -0.18 1.33 3.11
H -0.77 2.34 1.76
H -1.63 0.73 2.19
H -0.86 1.47 -0.47
H 0.70 0.91 -1.12
H -2.86 0.10 -1.23
H -2.43 -0.18 0.49
H -2.59 -2.74 -1.28
H -4.10 -1.79 -1.16
H -6.75 0.67 1.93
H -1.60 1.51 -2.61
H -0.63 -2.83 -0.27
H 0.56 -2.28 -1.49
H 2.65 -2.30 -0.87
H 3.25 -1.39 0.62
H 2.36 -0.48 -0.73
H 2.12 -3.12 1.96
H 0.32 -3.58 1.65
H 1.59 -3.87 0.41
C 4.46 5.67 0.50
C 4.45 4.22 0.94
O 3.54 3.48 0.63
C 5.60 3.74 1.78
H 3.57 5.87 -0.09
H 4.46 6.32 1.38
H 5.35 5.86 -0.10
H 5.65 4.31 2.71
H 6.53 3.85 1.23
H 5.46 2.69 2.02
C -0.94 -4.77 4.92
C -1.26 -5.23 3.53
O -0.43 -5.21 2.65
C -2.66 -5.73 3.27
H 0.10 -4.45 4.96
H -1.58 -3.93 5.19
H -1.07 -5.59 5.63
H -3.38 -4.93 3.47
H -2.88 -6.59 3.90
H -2.75 -6.03 2.23
C 0.27 2.22 -5.96
C 0.07 3.65 -6.36
O -0.61 4.41 -5.70
C 0.75 4.13 -7.63
H -0.27 2.02 -5.04
H -0.11 1.56 -6.75
H 1.34 2.02 -5.79
H 0.39 3.55 -8.48
H 1.83 4.02 -7.53
H 0.52 5.18 -7.79
```

Here are the Mulliken charges for atoms 1 to 6, given in e: C -1.624; C 1.876; C -1.497; C -2.590; C 2.197; C -0.380